# 1
Density functional theory data (the ωB97M-V functional and the def2-TZVPD basis) for C40H48Cl2CuN5PSSe as an isolated structure.

```
99
Properties=species:S:1:pos:R:3:forces:R:3
Cu -0.137758 -0.125297 0.589497 0.26 -0.29 -0.47
C 5.429030 1.263449 1.790087 -0.09 -0.02 0.00
C 4.586059 0.279760 2.624194 0.00 0.03 -0.05
C 3.233236 -0.016895 1.961653 0.15 0.04 -0.09
C 3.393984 -0.048402 0.435316 0.00 0.17 0.08
C 3.715258 1.380719 -0.062064 0.06 -0.06 0.13
C 4.521041 2.183417 0.978408 -0.03 -0.09 -0.02
P 1.885210 -0.731027 -0.359470 -0.46 -0.39 0.12
C 2.000480 -2.582516 -0.191700 0.13 -0.03 0.02
C 3.418844 -3.212072 -0.192098 -0.15 -0.04 0.09
C 3.853718 -3.616601 1.216526 -0.05 0.00 -0.01
C 2.932730 -4.705658 1.792554 -0.02 0.06 -0.05
C 1.483669 -4.548062 1.296777 0.05 0.05 0.01
C 1.169457 -3.083634 1.007500 0.05 -0.05 -0.04
C 2.066540 -0.515486 -2.184641 0.02 0.15 -0.07
C 1.721167 0.888780 -2.703305 0.00 -0.11 -0.09
C 1.366494 0.806287 -4.197534 0.08 -0.04 0.03
C 2.242489 -0.228020 -4.935438 0.01 0.05 0.07
C 3.585615 -0.395169 -4.227820 -0.07 -0.02 0.05
C 3.389423 -0.987387 -2.818323 -0.01 0.04 -0.04
H 6.077979 0.712467 1.101852 0.00 0.01 0.01
H 6.086329 1.845043 2.438152 0.01 -0.02 -0.01
H 4.413217 0.683468 3.624168 0.00 0.00 -0.01
H 5.136731 -0.655426 2.754034 0.01 0.00 0.03
H 2.501865 0.753459 2.219397 -0.05 0.01 0.02
H 2.826131 -0.946089 2.351011 -0.08 -0.04 0.02
H 4.231146 -0.709148 0.193470 0.04 0.04 0.01
H 2.788608 1.915154 -0.281917 -0.03 0.03 -0.04
H 4.277303 1.323684 -0.997495 -0.01 0.00 0.00
H 3.837997 2.701610 1.659415 0.01 -0.01 -0.02
H 5.102220 2.956146 0.473529 -0.01 0.03 0.00
H 1.469845 -2.921405 -1.088576 0.06 -0.03 -0.07
H 4.154728 -2.538727 -0.625837 0.04 0.01 -0.09
H 3.415769 -4.105565 -0.826530 -0.02 0.04 0.02
H 3.844100 -2.733819 1.865196 0.00 -0.08 -0.06
H 4.885144 -3.972777 1.195351 0.02 0.02 0.03
H 2.954196 -4.657867 2.883662 0.01 0.00 -0.01
H 3.313178 -5.691412 1.514406 -0.01 0.00 0.01
H 0.788859 -4.934700 2.043326 -0.01 -0.03 -0.02
H 1.326713 -5.136325 0.385992 0.01 0.01 0.01
H 1.364411 -2.492350 1.903535 0.01 0.06 0.03
H 0.108503 -2.945562 0.794298 -0.02 0.04 0.01
H 1.257308 -1.168333 -2.538000 0.00 -0.05 -0.03
H 2.579125 1.549192 -2.569472 0.00 0.01 0.03
H 0.895627 1.322723 -2.141533 -0.01 0.01 0.02
H 1.492834 1.792026 -4.651183 -0.02 0.00 0.00
H 0.310089 0.544548 -4.308606 0.01 0.00 -0.01
H 2.394225 0.076988 -5.971667 -0.03 -0.02 -0.01
H 1.737388 -1.198698 -4.968795 0.01 0.02 0.01
H 4.078364 0.580005 -4.161980 -0.01 -0.03 0.01
H 4.249146 -1.039068 -4.807045 0.02 0.01 0.00
H 4.235894 -0.701897 -2.186647 -0.02 -0.04 -0.01
H 3.393840 -2.077492 -2.881832 0.01 -0.02 0.04
Cl 0.919231 -1.373783 4.509373 -0.05 0.06 0.01
C -0.207905 -0.040742 4.634592 0.01 -0.06 -0.01
C -0.346344 0.598668 5.846789 0.09 -0.08 -0.01
C -1.246603 1.646647 5.992019 -0.01 -0.01 0.00
C -1.999381 2.016538 4.890743 -0.04 0.04 -0.13
C -1.849291 1.371115 3.675074 -0.18 0.10 0.07
Cl -2.882080 1.888828 2.349962 0.11 -0.15 0.01
C -0.949921 0.294288 3.465766 0.36 -0.36 -0.48
N -0.801974 -0.377804 2.309069 -0.46 0.50 1.00
H 0.256450 0.264184 6.682171 -0.01 0.00 -0.04
H -1.364033 2.153706 6.940718 0.01 -0.03 -0.06
H -2.718888 2.822284 4.959976 0.00 -0.01 -0.02
Se 0.308350 2.771262 1.268125 0.27 0.06 0.32
N -0.426911 1.854463 -0.060314 -0.11 0.29 0.23
C -1.113163 2.709009 -0.785931 -0.21 0.14 -0.29
C -1.878257 2.366118 -1.948917 0.08 -0.03 0.15
C -2.515641 3.352835 -2.613344 -0.10 0.27 -0.05
C -2.446872 4.730430 -2.186628 -0.05 -0.16 -0.14
C -1.742649 5.099708 -1.095276 0.08 -0.11 0.10
C -1.045536 4.088692 -0.350085 -0.08 0.08 -0.18
N -0.313825 4.324942 0.721679 -0.08 -0.02 -0.05
H -1.942879 1.332034 -2.260073 0.04 0.03 0.03
H -3.106147 3.108383 -3.487762 0.01 0.05 0.00
H -2.974778 5.481178 -2.761617 -0.01 -0.05 0.00
H -1.688535 6.128194 -0.766093 0.02 -0.01 0.02
S -6.593559 -2.012299 -1.634111 -0.01 -0.08 0.01
C -4.934186 -1.634225 -1.106203 0.08 0.03 0.02
C -4.600158 -1.499771 0.233841 -0.04 0.00 -0.03
C -3.289603 -1.201205 0.574265 0.08 0.01 -0.06
N -2.324921 -1.036609 -0.331595 0.22 -0.08 -0.24
C -2.648507 -1.209826 -1.615963 0.15 0.09 0.12
C -3.927983 -1.501256 -2.055842 -0.07 -0.04 0.04
C -7.405800 -0.511393 -1.119723 -0.04 0.06 0.02
C -7.568340 0.529895 -2.022038 0.01 0.03 0.01
C -8.220970 1.678798 -1.597061 -0.05 0.02 0.19
N -8.702198 1.841883 -0.363223 0.11 -0.19 -0.07
C -8.541996 0.829235 0.491082 -0.05 0.18 -0.12
C -7.913213 -0.362887 0.162857 -0.01 -0.03 -0.01
H -5.341597 -1.622415 1.012269 0.01 0.00 -0.04
H -2.984323 -1.099860 1.608051 0.05 0.07 0.01
H -1.841128 -1.094799 -2.335193 -0.02 -0.01 0.05
H -4.143075 -1.613213 -3.111135 0.02 0.01 0.05
H -7.191546 0.445642 -3.033155 -0.02 0.01 0.03
H -8.361020 2.510664 -2.280147 0.00 -0.03 0.03
H -8.943071 0.975648 1.488504 0.01 0.00 -0.03
H -7.830739 -1.159246 0.890661 0.00 0.02 -0.02
```
Forces are in eV/Å.

Computed properties:
E_HOMO (spin up / spin down)   -6.74 / -6.39 eV
Spin multiplicity   2

Atomic partial charges in e from the Mulliken method, atoms 1 to 2: Cu 0.5274; C -0.8448

# 2
Density functional theory data (the ωB97M-V functional and the def2-TZVPD basis) for C21H21AgAsF6N5O5S as an isolated structure.

```
61
Properties=species:S:1:pos:R:3:forces:R:3
Ag 0.677629 0.568290 0.557750 -0.12 -0.11 0.06
O -2.348252 0.060179 2.923817 0.01 0.02 -0.04
S -1.970913 -0.904085 1.922632 0.09 0.05 0.10
O -2.441503 -2.257285 2.103699 -0.04 -0.02 -0.03
N -0.365338 -0.912919 1.673486 -0.13 -0.06 0.03
C 0.465343 -1.818465 2.306100 0.00 -0.06 -0.01
C 0.123348 -2.718991 3.299444 0.00 -0.01 0.01
C 1.063003 -3.636546 3.803372 0.02 0.00 -0.01
C 2.353146 -3.681495 3.355846 0.00 0.00 0.00
C 2.760920 -2.754708 2.371559 0.00 0.00 -0.02
C 4.074837 -2.696240 1.854888 0.01 0.01 0.01
C 4.413143 -1.756911 0.925420 0.00 0.00 0.00
C 3.434438 -0.840972 0.502088 -0.05 -0.06 -0.04
N 2.210646 -0.884466 0.961763 -0.06 0.08 0.02
C 1.829695 -1.823930 1.871767 0.01 0.03 -0.03
C -2.583140 -0.327592 0.365730 0.04 -0.06 -0.06
C -2.164041 -0.935929 -0.810111 0.02 0.02 0.00
C -2.701489 -0.512351 -2.016063 0.02 0.02 0.02
C -3.656392 0.496757 -2.030456 0.00 -0.02 -0.04
C -4.071728 1.091458 -0.847406 0.01 0.02 0.01
C -3.529714 0.683539 0.361299 0.02 0.03 0.02
H -0.886955 -2.741477 3.674992 0.03 0.00 0.00
H 0.737202 -4.329636 4.569429 0.00 0.00 0.00
H 3.066181 -4.397183 3.744809 0.00 0.00 0.00
H 4.808246 -3.408974 2.214264 -0.01 0.00 -0.01
H 5.409235 -1.698094 0.511080 0.00 0.00 -0.01
H 3.648692 -0.074169 -0.227589 0.01 0.04 -0.07
H -1.411778 -1.714943 -0.787897 0.01 0.00 -0.01
H -2.357635 -0.962418 -2.937218 0.03 -0.02 -0.01
H -4.075184 0.824937 -2.974665 0.01 0.00 0.01
H -4.803736 1.889035 -0.864476 0.00 0.00 0.00
H -3.807432 1.152715 1.295039 0.00 -0.01 -0.01
O -1.104024 4.104731 1.233430 -0.08 -0.03 0.00
N -0.526062 3.028735 1.275702 0.18 0.08 0.01
O 0.342272 2.752747 2.103735 -0.07 -0.03 -0.05
O -0.818728 2.144939 0.374550 -0.04 -0.05 0.06
F 0.492718 -0.189200 -2.543412 0.05 0.04 -0.01
As 1.429565 -1.524748 -3.202617 -0.08 0.09 -0.10
F 1.598481 -0.643075 -4.697440 -0.03 0.07 0.04
F 2.358051 -2.831323 -3.846604 -0.01 -0.04 0.01
F -0.040975 -2.232357 -3.793186 0.00 -0.01 0.06
F 1.250254 -2.352215 -1.688532 -0.01 -0.03 0.05
F 2.884409 -0.765027 -2.619767 0.03 0.06 0.10
N 1.875149 1.916821 -0.700719 0.21 0.08 -0.08
C 1.281315 2.425427 -1.564136 -0.10 -0.08 0.06
N 0.610834 3.042492 -2.486329 0.12 0.06 -0.02
C -0.365422 4.079313 -2.125451 -0.07 0.02 -0.03
C -0.164818 5.290963 -3.023174 0.01 -0.04 0.00
C -0.207698 4.885907 -4.495617 -0.01 0.02 -0.01
C 0.812483 3.788565 -4.793954 0.01 0.00 -0.01
C 0.607440 2.588848 -3.881833 -0.13 -0.02 0.01
H -0.261827 4.316299 -1.070110 0.01 0.02 -0.01
H -1.366820 3.658084 -2.264871 0.01 -0.01 0.03
H 0.800844 5.750341 -2.792572 0.00 0.00 0.00
H -0.938968 6.028218 -2.801701 0.00 -0.01 0.01
H -0.028043 5.754813 -5.132303 0.00 -0.01 0.00
H -1.211263 4.517421 -4.735859 0.00 0.00 0.00
H 1.825726 4.175868 -4.650848 0.00 0.00 0.00
H 0.734114 3.459116 -5.831731 0.00 -0.01 0.00
H 1.370402 1.829729 -4.008432 0.08 -0.10 -0.01
H -0.359690 2.113818 -4.077490 0.02 -0.02 -0.01
```
Forces are in eV/Å.

Computed properties:
Net charge   -1
E_HOMO (spin up / spin down)   -5.55 / -5.49 eV
Spin multiplicity   2

Atomic partial charges in e from the natural (NBO) method, atoms 1 to 2: Ag 1.2811; O -0.9562

# 3
Density functional theory data (the ωB97M-V functional and the def2-TZVPD basis) for C39H34ClLuN3SSi2 as an isolated structure.

```
81
Properties=species:S:1:pos:R:3:forces:R:3
C -1.007399 1.929316 4.005721 0.79 0.37 0.23
C 0.245221 1.245498 3.930691 -0.01 0.71 0.28
C 1.141461 2.046204 3.157195 -0.40 0.22 0.38
H 0.493445 0.316426 4.443632 -0.17 0.25 -0.37
C 0.439588 3.226250 2.758296 -0.02 -0.07 0.68
C -0.883488 3.153607 3.285897 0.68 -0.03 0.54
H -1.627168 3.950525 3.247750 0.17 -0.38 -0.17
H -1.880741 1.612648 4.576202 0.29 0.00 -0.35
H 2.197146 1.840074 2.976994 -0.34 0.03 0.00
H 0.866217 4.082050 2.234443 -0.14 -0.36 0.10
Lu -0.682002 1.297563 1.612005 -3.12 0.22 1.48
Si -1.786679 -2.227167 -1.761660 0.35 -0.81 2.66
C -0.907792 -3.853660 -1.632997 0.12 -0.19 -0.03
C -0.401345 -4.471064 -2.784964 0.15 -0.17 0.28
H -0.526661 -3.985674 -3.756041 0.06 -0.22 0.23
C 0.271182 -5.690115 -2.688177 0.09 0.00 0.02
H 0.680484 -6.154825 -3.587161 -0.16 0.09 0.26
C 0.455090 -6.298291 -1.442819 -0.14 0.26 -0.05
H 0.995176 -7.243974 -1.369301 -0.18 0.27 -0.03
C -0.048579 -5.686960 -0.291093 -0.03 0.15 0.01
H 0.096806 -6.148446 0.686885 -0.06 0.07 -0.29
C -0.737716 -4.473475 -0.383934 0.22 -0.24 -0.23
H -1.150294 -4.005867 0.515036 0.11 -0.17 -0.21
C -0.632440 -0.880010 -1.165484 -0.67 1.32 -1.23
C 0.304600 -1.114437 -0.108764 -0.70 -0.21 1.23
H 0.437704 -2.132852 0.247950 0.06 0.35 0.08
C 0.951737 -0.041951 0.634009 0.39 -0.39 0.45
H 1.500693 -0.221689 1.567918 -0.30 0.10 -0.32
C 0.917948 1.292478 -0.045687 -0.54 1.39 2.22
H 1.504921 2.125118 0.352280 -0.05 -0.55 -0.11
C 0.533906 1.213998 -1.458033 1.98 0.06 -0.93
H 0.805813 2.042332 -2.115827 -0.12 -0.25 0.41
C -0.522431 0.328837 -1.833929 -2.16 -1.61 0.16
H -1.179780 0.573197 -2.670566 0.12 -0.05 0.21
H -2.908648 -2.254254 -0.800279 -0.14 0.06 -0.06
Si 1.840000 -0.073478 -0.929473 6.52 -1.50 -5.86
C 3.555678 0.792341 -1.082026 -1.21 -0.24 0.43
C 4.617562 0.324988 -0.310860 0.58 0.40 -0.05
H 4.476950 -0.538562 0.345495 0.14 0.24 -0.14
C 5.864829 0.958280 -0.385604 -0.17 0.01 -0.11
H 6.694009 0.599234 0.224878 -0.20 0.12 -0.17
C 6.046125 2.049094 -1.246627 -0.27 -0.12 0.05
H 7.014245 2.551891 -1.296676 -0.31 -0.18 0.00
C 4.984649 2.490805 -2.045274 -0.07 -0.21 0.06
H 5.122444 3.329026 -2.730110 0.02 -0.25 0.17
C 3.738360 1.852026 -1.970551 0.64 0.33 0.12
H 2.925885 2.182197 -2.623060 0.25 -0.03 0.21
C 2.396000 -1.686463 -1.834930 -0.66 0.29 0.55
C 2.715825 -2.826612 -1.091583 0.20 -0.34 -0.32
H 2.606515 -2.840615 -0.004278 0.03 0.00 -0.23
C 3.191575 -3.974383 -1.730430 -0.03 0.08 -0.01
H 3.437646 -4.858677 -1.138947 -0.03 0.27 -0.20
C 3.323430 -3.996722 -3.121467 -0.10 0.20 0.12
H 3.692425 -4.896675 -3.617973 -0.13 0.30 0.13
C 2.964112 -2.870934 -3.869612 0.01 -0.01 0.14
H 3.044672 -2.893445 -4.957847 -0.02 0.02 0.31
C 2.502757 -1.717653 -3.224358 0.14 -0.27 -0.21
H 2.227821 -0.840106 -3.816295 0.12 -0.22 0.11
H -2.240542 -2.040196 -3.049671 -0.59 0.63 -2.12
Cl -1.400591 -0.994179 2.289340 -0.42 -0.36 0.21
N -4.671175 3.205318 1.004995 -0.13 0.30 -0.40
C -5.247056 2.292602 1.890885 0.46 0.35 0.09
C -6.503603 2.258774 2.468077 -0.59 -0.46 0.45
C -6.722306 1.292805 3.467222 0.11 0.53 -0.62
C -5.694838 0.418738 3.864660 0.64 0.02 -0.35
C -4.426055 0.478755 3.273986 -0.24 -0.21 0.10
C -4.212045 1.430310 2.273172 0.08 0.47 -0.16
N -3.045544 1.815418 1.608020 0.21 1.34 -1.43
C -3.360232 2.899814 0.853099 -0.67 -2.04 1.72
C -2.373977 3.674383 0.129032 1.11 0.89 -0.64
C -2.528388 4.900222 -0.485741 0.23 -0.86 0.40
S -0.997775 5.512268 -1.016487 -0.46 -1.00 0.61
C -0.229360 4.100343 -0.383507 -1.45 -0.55 0.14
N -1.057419 3.206228 0.159202 -0.05 1.79 -0.62
H -5.140185 3.982192 0.550923 0.06 -0.36 0.23
H -7.268950 2.962228 2.138677 0.06 -0.27 0.26
H -7.698439 1.215752 3.947900 0.29 0.10 -0.19
H -5.891264 -0.317097 4.647533 0.10 0.26 -0.28
H -3.600043 -0.178670 3.537947 -0.32 0.05 0.10
H -3.479230 5.407088 -0.590806 0.35 0.24 -0.17
H 0.849528 3.969934 -0.457039 -0.36 0.03 0.03
```
Forces are in eV/Å.

Computed properties:
Net charge   +1
E_HOMO (spin up / spin down)   -10.01 / -9.81 eV

Atomic partial charges in e from the Mulliken method, atoms 1 to 2: C -0.5135; C -0.6591

# 4
Density functional theory data (the ωB97M-V functional and the def2-TZVPD basis) for a 2-piece molecular cluster, C11H25F2N3O2Si overall.

```
44
Properties=species:S:1:pos:R:3:forces:R:3
C -0.702518 -0.088709 2.093544 -0.04 0.17 0.12
C -0.136680 1.156430 2.789018 0.04 -0.29 -0.12
C 0.683928 2.003543 1.821796 0.09 -0.20 0.19
N 1.012825 3.318679 2.401960 -0.10 0.14 -0.65
Si -0.297662 4.423666 2.571485 0.17 -0.12 0.25
N 0.344482 6.053362 2.059123 -0.81 -0.06 1.37
C -0.680591 6.999339 1.800412 0.27 0.12 -0.92
O -0.690269 7.869291 1.010690 0.01 0.00 0.22
F -1.745896 6.759436 2.597051 -0.09 -0.05 -0.03
C 1.306421 6.636836 2.909712 0.28 -0.21 -0.77
O 1.970070 7.583735 2.707248 0.03 0.47 0.07
F 1.434358 5.916507 4.031447 0.18 -0.30 0.22
H -0.912208 -0.876878 2.818958 -0.03 0.03 -0.10
H 0.002285 -0.478414 1.354095 -0.03 -0.04 0.10
H -1.634272 0.151001 1.574576 0.10 -0.07 -0.04
H -0.964369 1.734829 3.217971 0.09 0.03 -0.02
H 0.504289 0.855861 3.622373 -0.05 0.15 0.00
H 0.155043 2.073793 0.859126 -0.03 0.12 0.09
H 1.621214 1.475889 1.618611 -0.08 0.04 -0.01
H 1.786768 3.732808 1.893292 0.07 -0.05 0.15
H -1.412095 4.147541 1.643331 0.03 0.06 -0.07
H -0.780603 4.476752 3.955256 -0.12 0.04 -0.03
C 0.502420 -1.183921 -1.472667 0.01 0.03 0.05
C 0.466493 -2.693851 -1.297166 0.05 0.02 -0.05
N -0.704772 -3.313590 -1.892406 0.05 0.00 0.01
C -0.871789 -4.705508 -1.511612 -0.09 -0.07 0.09
C 0.186518 -5.717212 -1.969047 -0.04 -0.04 -0.01
C -0.935154 -3.007611 -3.294995 -0.05 0.07 -0.09
C 0.166314 -3.367893 -4.301597 -0.05 -0.01 -0.04
H -0.398250 -0.725492 -1.061518 -0.02 0.00 -0.05
H 1.367500 -0.775280 -0.946989 -0.01 0.00 0.01
H 0.592362 -0.888755 -2.518191 0.01 -0.02 -0.01
H 0.439679 -2.920933 -0.227166 0.00 -0.04 -0.01
H 1.413658 -3.112506 -1.674444 -0.01 0.00 -0.01
H -1.853891 -5.032693 -1.864069 0.01 0.02 -0.03
H -0.924353 -4.733258 -0.418736 0.04 0.04 0.00
H 0.088279 -5.965365 -3.025118 0.03 0.04 -0.01
H 0.069110 -6.645594 -1.407043 0.00 0.00 0.00
H 1.200347 -5.355054 -1.794853 0.00 0.01 0.01
H -1.135975 -1.937320 -3.376019 0.03 0.01 0.04
H -1.869433 -3.494423 -3.585869 0.02 -0.05 0.02
H 1.158087 -3.109912 -3.926868 0.00 0.02 0.01
H 0.012619 -2.812435 -5.228605 0.00 0.00 0.00
H 0.165710 -4.426691 -4.556096 0.05 -0.01 0.05
```
Forces are in eV/Å.

Computed properties:
E_HOMO   -8.29 eV
SMILES string   CCCN[SiH2]N(C(=O)F)C(=O)F.CCN(CC)CC

Atomic partial charges in e from the natural (NBO) method, atoms 1 to 2: C -0.6100; C -0.4043

Which energy relative to the best compared isomer or geometry (same formula, charge and spin) belongs to each record? In order, 0.0000, 0.0000, 1.4452, 0.0000 eV.